# 1
# C4H8N2

One molecule with the formula C4H8N2 at a distorted geometry (ωB97M-V with the def2-TZVPD basis set, the Open Molecules 2025 dataset).

The calculation puts the energy above the lowest of the compared OMol25 structures with the same formula, charge and spin at 5.722 eV. For the HOMO-LUMO gap, the calculation gives 0.2725 Eh. As for the multiplicity: 1. Its energy is -7252.153 eV. Its highest occupied orbital energy is -0.268 hartree.

XYZ file:
```
14
Properties=species:S:1:pos:R:3:forces:R:3
C -0.9702 -0.8983 0.2890 -0.9 2.0 1.7
C 1.2678 -0.4799 0.1750 2.5 -1.4 3.7
C 1.0897 1.0540 0.3833 0.5 -1.1 -4.3
C -1.3877 0.5580 0.1674 1.7 1.8 -3.6
H -1.7570 -1.3764 -0.0730 -3.4 -2.7 -2.3
H -1.1249 -1.1824 1.3376 1.5 -0.2 0.1
H 0.0882 -0.7180 -1.3451 -0.2 -0.5 -0.1
H 1.4314 -1.2135 1.0704 0.2 2.1 -0.5
H 2.1567 -0.6166 -0.3772 1.1 -0.2 -0.8
H 2.0242 1.5283 -0.3804 -3.1 -0.5 2.3
H -0.5351 2.1837 -0.1194 0.4 1.7 -1.1
H -2.2928 1.0891 -0.5106 2.1 -2.0 2.2
N 0.2333 -1.1732 -0.4420 -1.6 -0.2 -1.1
N -0.2239 1.2452 -0.1750 -1.0 1.1 3.8
```
Positions in Å, forces in eV/Å.



# 2
# C43H63Cl4N2O7P

A 3-piece molecular cluster, C43H63Cl4N2O7P overall at a distorted geometry (ωB97M-V with the def2-TZVPD basis set, the Open Molecules 2025 dataset).

Its SMILES is CCNc1cc(/C(Cl)=C(\C)Cl)c(CCCCCOC(C)=O)c2c1C(=O)c1c(cc(P(=N)(O)O)c(CCO)c1/C(Cl)=C(\C)Cl)C2=O.CCCCCC.CCCCCC. For the HOMO-LUMO gap, the calculation gives 0.2464 Eh. As for the multiplicity: 1. Its energy is -122275.894 eV. Its highest occupied orbital energy is -0.319 hartree.

XYZ file:
```
120
Properties=species:S:1:pos:R:3:forces:R:3
C 0.3295 0.5532 5.0499 0.4 0.9 -0.5
C -0.2740 0.7654 3.5087 -1.5 1.4 1.6
N -0.7232 -0.5345 2.8788 2.3 -0.1 -2.5
C 0.0081 -0.8525 1.5934 1.7 -1.2 -2.4
C 1.1247 -2.0778 1.5851 -0.3 1.3 -3.3
C 1.9576 -2.5576 0.2435 -2.1 2.1 0.4
C 2.9971 -3.8191 0.3752 2.3 0.2 1.7
Cl 2.5559 -5.3502 -0.6423 0.4 2.4 1.4
C 4.2139 -3.8829 1.2297 -3.7 0.7 -2.5
C 4.6407 -2.6116 2.1827 0.5 -1.5 0.4
Cl 5.2070 -5.4805 1.1548 -1.4 2.8 0.4
C 1.6971 -1.7849 -1.2150 -2.1 1.4 2.5
C 2.4334 -2.1877 -2.6253 -0.2 -0.3 -0.4
C 3.9364 -1.5473 -2.8240 1.1 0.7 -0.4
C 4.9206 -2.5707 -3.7067 -1.2 -0.5 1.0
C 5.3139 -3.8321 -2.7345 0.0 -0.8 -0.7
C 6.5167 -4.8019 -3.3406 -1.3 0.4 2.4
O 6.1641 -5.1433 -4.7332 -2.3 -1.9 0.8
C 5.1249 -6.1928 -4.7913 1.3 -6.0 2.7
C 3.5632 -5.9551 -5.2887 0.2 0.2 -0.7
O 5.4233 -7.4476 -4.3771 -1.6 8.2 -2.6
C 0.5899 -0.5747 -1.1932 0.3 -1.1 1.9
C -0.2545 -0.0893 0.1665 1.6 -2.1 0.3
C -1.3734 1.1422 -0.0040 -0.2 3.2 2.8
O -1.5099 2.1470 0.8745 0.8 -6.5 -5.5
C -2.2860 1.0391 -1.4019 -1.0 -0.4 -1.9
C -1.4384 0.5619 -2.7626 -3.7 0.5 -0.1
C -2.2740 0.3935 -4.1631 -1.1 1.0 2.9
C -3.9189 0.6927 -4.2133 1.4 0.7 4.4
P -4.7693 0.3980 -5.8976 2.7 -1.0 -4.0
N -3.6116 0.5360 -7.0635 -2.0 -1.2 2.0
O -6.0098 1.5475 -6.3122 0.0 -3.7 1.2
O -5.3167 -1.2686 -5.9757 -0.1 2.3 -0.3
C -4.7043 1.1755 -2.8465 2.5 -0.2 0.2
C -6.3201 1.4583 -2.8024 -0.2 -1.1 1.3
C -6.9829 0.1726 -1.9670 1.1 -0.5 -0.1
O -6.5607 -1.0643 -2.7010 0.6 0.6 1.7
C -3.8928 1.3647 -1.3973 2.4 -1.0 -2.4
C -4.5970 1.8468 0.0025 -0.8 4.0 -0.5
Cl -4.8001 0.5934 1.3766 0.5 1.8 -2.3
C -5.0465 3.2795 0.2137 1.5 -4.4 -0.6
C -4.9245 4.4704 -0.9101 -0.5 0.8 1.3
Cl -5.7798 3.6110 1.9243 1.1 -0.1 -2.9
C 0.1960 0.2491 -2.5946 2.6 1.5 -2.6
O 1.0894 0.6691 -3.4946 -5.6 -2.9 5.5
H 0.4261 -0.5830 5.3478 -0.1 2.3 -0.6
H 1.3771 1.1042 5.0458 -2.0 -1.5 0.3
H -0.3418 1.1188 5.8453 1.3 -1.4 -1.7
H 0.4245 1.4083 2.8237 -1.3 -1.6 1.3
H -1.2633 1.4148 3.6651 2.2 -1.3 -0.5
H -0.7231 -1.3355 3.5473 0.3 1.0 -1.0
H 1.3074 -2.6535 2.5917 -0.4 1.2 -2.2
H 3.9239 -2.6151 3.1250 1.5 0.1 -2.1
H 4.5936 -1.5849 1.6085 0.1 -2.3 1.1
H 5.7327 -2.8627 2.5905 -2.4 0.8 -1.0
H 2.4996 -3.3750 -2.7293 -0.1 2.6 0.6
H 1.7829 -1.8459 -3.5662 1.2 -0.6 2.4
H 4.4352 -1.2662 -1.7772 -1.1 -0.9 -2.2
H 3.9409 -0.5253 -3.4389 -0.6 -2.2 1.4
H 5.8372 -2.0183 -4.1872 -1.8 -1.1 1.1
H 4.2286 -3.0060 -4.5629 1.6 1.0 1.5
H 5.6016 -3.5065 -1.6399 -0.6 -0.5 -2.2
H 4.3498 -4.5274 -2.6853 2.0 1.5 0.2
H 6.5182 -5.7661 -2.6376 0.2 1.9 -1.8
H 7.5353 -4.2356 -3.2179 -1.9 -1.3 -1.0
H 3.2529 -4.8260 -5.2746 0.8 -2.2 -0.1
H 3.4648 -6.3874 -6.3969 0.4 1.1 2.4
H 2.7733 -6.5637 -4.6409 2.2 1.2 -1.1
H -1.7221 0.0490 -5.1637 -1.5 1.0 2.5
H -3.5470 -0.3944 -7.5498 0.1 1.3 0.6
H -6.7765 0.9678 -6.6578 1.5 1.3 0.7
H -5.2335 -1.6254 -6.9162 0.0 1.1 1.7
H -6.6060 2.4198 -2.1665 0.9 -1.9 -1.6
H -6.8534 1.4640 -3.8440 1.4 0.2 1.9
H -6.5488 0.0569 -0.8840 -1.0 0.7 -2.0
H -8.1557 0.2354 -1.9220 2.4 -0.2 -0.3
H -5.7652 -1.4745 -2.2208 -1.8 1.1 -1.0
H -5.9449 4.5428 -1.5006 2.2 -0.3 1.0
H -4.8243 5.5117 -0.3353 -0.2 -2.4 -1.1
H -3.9807 4.3998 -1.6037 -2.0 -0.4 1.4
C 3.7010 -6.3571 4.5894 -0.1 -0.2 0.0
C 3.5581 -5.7001 5.9534 0.0 0.2 0.0
C 4.6192 -4.6303 6.2222 0.0 0.0 0.2
C 6.0672 -5.1332 6.2478 0.0 -0.1 -0.2
C 6.3582 -6.2416 7.2635 0.1 0.1 -0.1
C 6.1372 -5.8068 8.7039 0.0 -0.2 0.2
H 4.6533 -6.8863 4.4931 -0.1 0.1 -0.1
H 2.8993 -7.0874 4.4378 0.1 0.1 -0.1
H 3.6359 -5.6128 3.7895 0.1 -0.1 0.0
H 3.5782 -6.4659 6.7345 0.0 0.1 0.0
H 2.5686 -5.2296 6.0106 0.1 -0.1 0.1
H 4.3881 -4.1387 7.1743 0.0 0.0 -0.1
H 4.5387 -3.8499 5.4548 0.0 -0.1 0.0
H 6.7254 -4.2807 6.4542 0.0 -0.1 0.0
H 6.3459 -5.4919 5.2499 0.0 0.1 0.1
H 7.4044 -6.5512 7.1496 -0.1 0.0 0.0
H 5.7517 -7.1279 7.0500 0.0 0.1 0.0
H 6.7700 -4.9494 8.9538 -0.1 0.0 0.0
H 6.3903 -6.6247 9.3867 0.0 0.2 0.0
H 5.0950 -5.5328 8.8878 0.1 0.0 0.0
C -6.2516 8.3437 0.4686 -0.2 0.1 0.1
C -5.8194 8.9649 -0.8504 0.1 -0.1 -0.1
C -4.3259 8.7930 -1.1379 0.0 0.1 -0.1
C -3.3821 9.4625 -0.1324 -0.1 -0.1 0.2
C -3.5783 10.9705 0.0469 0.1 -0.1 0.0
C -3.3180 11.7635 -1.2244 -0.1 0.2 0.0
H -5.7531 8.8151 1.3203 0.0 -0.1 -0.1
H -7.3309 8.4668 0.6067 0.1 -0.1 0.1
H -6.0286 7.2722 0.4864 0.0 0.1 0.1
H -6.0940 10.0238 -0.8658 0.0 0.0 0.0
H -6.3858 8.4893 -1.6608 0.1 0.1 0.0
H -4.1163 9.1751 -2.1437 0.0 0.0 0.1
H -4.0918 7.7213 -1.1699 0.0 0.1 0.0
H -2.3494 9.2741 -0.4495 -0.1 0.0 0.0
H -3.4882 8.9778 0.8453 0.0 0.0 -0.1
H -2.8873 11.3209 0.8236 -0.1 -0.1 0.0
H -4.5869 11.1862 0.4145 0.0 -0.1 0.0
H -2.2975 11.5993 -1.5842 -0.1 0.0 0.0
H -3.4407 12.8344 -1.0314 0.0 -0.1 -0.1
H -4.0142 11.4890 -2.0214 0.1 0.0 0.0
```
Positions in Å, forces in eV/Å.



# 3
# C5H11N

One molecule with the formula C5H11N (ωB97M-V with the def2-TZVPD basis set, the Open Molecules 2025 dataset).

The calculation puts the energy above the lowest of the compared OMol25 structures with the same formula, charge and spin at 1.149 eV. Its SMILES is CCN1C[C@H]1C. For the HOMO-LUMO gap, the calculation gives 0.3805 Eh. As for the multiplicity: 1. Its energy is -6852.380 eV. Its highest occupied orbital energy is -0.333 hartree.

XYZ file:
```
17
Properties=species:S:1:pos:R:3:forces:R:3
C 0.8634 0.4569 1.9615 0.0 0.0 0.0
C 1.1012 0.9091 0.5212 0.0 0.2 0.1
N 0.6489 -0.0898 -0.4400 0.1 0.0 0.1
C 0.0417 0.4390 -1.6508 0.0 0.1 -0.3
C -0.7896 -0.1990 -0.6005 -0.2 0.0 0.1
C -1.3578 -1.5867 -0.7594 0.0 0.0 0.0
H 0.7395 1.3212 2.6205 0.1 -0.1 -0.1
H -0.0499 -0.1433 2.0300 0.1 0.1 0.0
H 1.6876 -0.1490 2.3451 -0.1 0.0 -0.1
H 0.5943 1.8759 0.3511 0.0 -0.1 0.0
H 2.1703 1.0784 0.3460 -0.2 0.0 0.0
H -0.0228 1.5241 -1.7500 0.0 -0.2 0.0
H 0.2618 -0.0911 -2.5753 0.0 0.0 0.2
H -1.3919 0.4878 0.0016 0.1 -0.1 -0.1
H -2.3654 -1.5526 -1.1885 0.1 0.0 0.1
H -1.4133 -2.1002 0.2072 0.0 0.1 -0.1
H -0.7181 -2.1805 -1.4195 -0.1 0.1 0.1
```
Positions in Å, forces in eV/Å.



# 4
# C4H7NO2S

An isolated ion of composition C4H7NO2S and charge -2 at a distorted geometry (ωB97M-V with the def2-TZVPD basis set, the Open Molecules 2025 dataset).

The calculation puts the energy above the lowest of the compared OMol25 structures with the same formula, charge and spin at 3.132 eV. Its SMILES is O=C[C@@H](C[S-])NC[O-]. For the HOMO-LUMO gap, the calculation gives 0.2144 Eh. As for the charge: -2. As for the multiplicity: 1. Its energy is -20679.236 eV. Its highest occupied orbital energy is 0.006 hartree.

XYZ file:
```
15
Properties=species:S:1:pos:R:3:forces:R:3
O -2.2066 0.7034 -0.0176 0.0 0.2 0.4
C -1.3666 -0.1712 -0.0950 -0.5 0.0 -0.3
C 0.0844 0.0055 0.2624 0.8 -0.4 -1.5
C 0.8543 -1.3055 0.3630 -0.7 -1.7 1.9
S -0.2260 -2.6285 1.2066 0.4 0.1 -0.3
N 0.5912 0.7167 -0.9334 -0.1 0.9 0.7
C 0.6069 2.2588 -0.8294 0.3 -0.5 -0.3
O 1.7843 2.7665 -1.1829 0.2 0.1 -0.1
H -1.6565 -1.1225 -0.5520 0.3 -0.3 -0.2
H 0.1464 0.5305 1.2251 0.1 0.3 -0.1
H 1.6627 -1.2516 1.0921 0.2 0.6 -0.2
H 1.3168 -1.7512 -0.5197 -0.5 0.5 -0.4
H 1.5749 0.5063 -1.0690 0.0 0.0 0.1
H 0.3185 2.4622 0.2307 -0.2 0.1 0.0
H -0.2355 2.5678 -1.4862 -0.2 0.2 0.1
```
Positions in Å, forces in eV/Å.